Entry 1:
The following is a quantum chemistry calculation of 7 unconnected molecules or ions with the total composition C27H62ClN6O7P, from the Open Molecules 2025 dataset.

The geometry in XYZ format:
```
104
Properties=species:S:1:pos:R:3:forces:R:3:lowdin_charge:R:1
Cl 5.215 0.971 1.151 0.25 -0.17 0.29 0.550
P 3.859 -0.590 4.774 -0.08 1.43 0.89 0.923
O 2.067 -2.796 0.955 0.08 0.05 -0.03 0.026
O -3.741 -2.584 -3.495 0.05 -0.17 -0.24 0.022
O -5.106 -4.994 6.013 0.06 0.06 -0.04 0.028
O 0.185 7.128 -4.296 -0.52 0.12 -0.26 0.016
O 2.205 -0.272 4.792 1.26 -1.06 -0.94 -0.435
O -0.141 2.831 -5.259 -0.02 0.08 -0.18 0.011
O -2.296 -0.440 0.109 -0.09 -0.08 -0.11 0.015
N -1.422 0.914 -1.444 -0.37 -0.14 -0.06 0.014
N -1.521 8.402 -3.615 -0.09 -0.25 -0.25 0.008
N 1.324 4.206 -4.269 -0.05 -0.04 -0.45 0.024
N -2.794 -4.603 -3.339 0.12 0.14 -0.28 0.008
N 3.041 -4.808 1.029 0.15 0.16 -0.23 0.008
N -3.104 -4.693 6.967 0.04 0.20 -0.23 0.001
C -0.076 -0.817 3.879 0.67 -0.43 0.69 -0.311
C 0.641 3.770 -5.354 -0.10 -0.16 0.29 -0.551
C -1.635 1.045 4.515 1.38 0.34 0.48 -0.076
C -4.036 -4.407 6.018 -0.32 -0.22 0.07 -0.556
C -0.526 1.194 2.244 0.94 0.86 0.46 -0.080
C 2.870 -3.579 0.473 -0.24 0.13 0.20 -0.548
C -1.907 -5.689 -3.707 -0.32 -0.02 0.41 -0.079
C -2.410 0.100 -0.984 0.06 -0.04 0.30 -0.535
C -3.616 -0.102 -1.860 -0.01 0.22 0.12 -0.015
C 2.269 5.301 -4.197 0.29 -0.40 0.56 -0.092
C -0.751 -1.690 2.775 0.11 0.38 -0.29 -0.069
C -3.693 -3.354 4.998 -0.03 0.05 -0.07 -0.008
C -2.091 -3.098 -5.147 0.03 0.07 -0.06 -0.007
C 6.307 0.801 3.678 0.72 0.39 -1.20 -0.203
C 1.435 -1.226 4.049 -1.42 -0.76 -0.60 -0.256
C -1.949 6.687 -5.310 0.03 -0.01 -0.01 0.008
C 3.697 -3.233 -0.737 0.02 0.07 -0.07 -0.006
C 5.684 -0.075 2.562 -0.64 -0.49 1.02 -0.753
C -2.941 -3.393 -3.938 -0.25 0.08 0.24 -0.537
C -1.787 -4.110 7.138 -0.21 -0.37 0.31 -0.076
C -1.007 7.407 -4.381 0.36 0.12 0.23 -0.517
C -2.889 8.883 -3.563 0.36 0.20 0.30 -0.074
C -0.304 0.713 3.722 -1.91 0.04 -0.53 -0.341
C 0.888 4.479 -6.660 -0.07 -0.07 -0.18 -0.015
C -1.364 1.639 -2.702 0.45 -0.08 0.49 -0.085
C 3.936 -5.870 0.610 -0.32 -0.04 0.41 -0.077
C 4.413 -0.910 3.002 -0.10 -0.15 0.18 -0.405
H -1.728 -3.653 8.128 0.19 0.11 -0.08 0.083
H -4.119 0.852 -2.035 0.04 -0.01 -0.11 0.086
H -2.901 9.943 -3.825 -0.21 -0.03 -0.03 0.084
H -2.377 7.384 -6.032 -0.13 -0.05 0.06 0.090
H 6.781 0.201 4.472 -0.46 0.09 -0.21 0.074
H 0.066 2.129 2.120 -0.35 -0.43 -0.04 0.076
H -2.247 1.471 -3.309 0.02 -0.04 0.05 0.078
H -0.200 -1.651 1.817 -0.15 0.02 0.50 0.062
H -3.394 -4.727 -2.538 0.02 -0.01 0.02 0.142
H -0.648 1.002 -0.805 0.02 0.01 -0.01 0.124
H 6.408 -0.809 2.175 -0.12 0.60 0.08 0.086
H -0.564 -1.109 4.837 0.28 0.28 -0.37 0.115
H 1.912 6.027 -3.474 0.14 0.15 -0.11 0.062
H -4.310 -0.773 -1.363 0.11 -0.03 0.02 0.083
H 1.834 -1.426 3.027 0.02 0.30 0.71 0.081
H 3.482 -3.923 -1.555 0.16 -0.03 0.00 0.085
H 2.393 5.786 -5.158 -0.09 0.00 0.05 0.074
H -2.505 -6.578 -3.918 0.18 -0.08 -0.10 0.082
H -4.527 -3.235 4.312 -0.02 -0.09 0.08 0.087
H 4.012 -1.871 5.418 -0.55 -0.03 -0.76 -0.054
H 4.616 -6.105 1.432 0.12 -0.11 -0.15 0.082
H -2.745 6.203 -4.741 -0.08 0.07 -0.09 0.093
H -0.838 8.840 -3.017 -0.02 0.02 0.02 0.140
H 4.516 -5.587 -0.263 -0.05 0.06 0.02 0.073
H -1.032 -3.135 -4.884 0.01 -0.10 -0.11 0.085
H 5.597 1.528 4.097 0.18 -0.47 -0.09 0.053
H 2.455 -4.966 1.833 0.00 -0.02 0.00 0.140
H -3.509 -2.397 5.489 0.15 0.00 -0.09 0.083
H 3.448 -2.226 -1.060 -0.06 -0.03 0.11 0.085
H 4.631 -1.989 2.900 -0.19 0.48 -0.23 0.071
H -0.483 1.317 -3.255 -0.13 0.15 -0.22 0.069
H -1.769 -1.327 2.533 0.46 -0.15 0.27 0.077
H 1.460 -2.187 4.614 0.04 0.37 -0.41 0.119
H -0.163 0.502 1.472 -0.41 0.10 0.31 0.051
H 4.760 -3.265 -0.492 0.01 -0.09 -0.12 0.085
H -2.303 -3.813 -5.943 0.15 -0.02 0.00 0.084
H 1.125 3.685 -3.431 0.00 0.04 0.04 0.133
H -1.273 2.706 -2.485 -0.05 0.05 -0.26 0.078
H 0.475 1.342 4.177 0.02 -0.68 -0.13 0.116
H 1.936 4.386 -6.948 -0.01 0.15 -0.01 0.086
H 0.619 5.531 -6.577 0.21 0.08 0.01 0.064
H -2.322 -2.100 -5.508 -0.06 -0.03 0.10 0.084
H -3.266 8.768 -2.545 -0.20 0.03 -0.09 0.084
H -3.324 -0.550 -2.806 -0.14 0.09 -0.05 0.055
H -2.814 -3.655 4.426 0.06 0.17 0.03 0.074
H -2.093 1.964 4.117 -0.10 -0.47 0.15 0.069
H -1.578 -3.357 6.384 -0.07 -0.03 -0.01 0.063
H -1.405 5.922 -5.852 0.06 -0.04 0.04 0.062
H 0.275 4.021 -7.434 -0.01 -0.08 0.11 0.084
H -1.038 -4.902 7.072 0.15 0.16 -0.03 0.081
H 7.121 1.382 3.195 -0.35 -0.27 0.32 0.068
H -1.243 -5.903 -2.867 0.12 -0.11 -0.14 0.082
H -0.822 -2.760 3.043 0.12 0.47 0.15 0.071
H -2.324 0.187 4.546 0.06 0.46 -0.28 0.067
H 3.575 -0.642 2.338 0.34 -0.34 0.25 0.044
H -1.317 1.270 5.555 -0.45 -0.22 -0.34 0.076
H -1.577 1.490 2.094 0.43 -0.55 -0.29 0.070
H -3.400 -5.405 7.615 0.01 0.00 0.02 0.137
H 3.346 -6.758 0.377 0.18 -0.08 -0.10 0.083
H 3.235 4.911 -3.862 0.07 0.09 -0.12 0.083
H -3.533 8.339 -4.246 0.08 -0.02 0.00 0.073
H -1.311 -5.444 -4.580 -0.05 0.06 0.02 0.071
```
Forces are in eV/Å.

SMILES: CC(C)[C@@H](C)COPC[C@H](C)Cl.CNC(C)=O.CNC(C)=O.CNC(C)=O.CNC(C)=O.CNC(C)=O.CNC(C)=O
net charge: 0
2S+1: 1
HOMO energy: -8.330 eV

=====

Entry 2:
The following is a quantum chemistry calculation of 2 unconnected molecules or ions with the total composition C5H9N2, from the Open Molecules 2025 dataset.

The geometry in XYZ format:
```
16
Properties=species:S:1:pos:R:3:forces:R:3:nbo_charge:R:1
N -2.455 0.583 -0.274 -2.62 -3.11 -0.06 -0.493
N 1.625 -0.321 0.396 -0.66 0.12 -0.21 -0.301
C 2.530 -0.128 -0.588 2.37 0.90 -2.71 -0.131
C -2.782 -0.806 0.126 0.77 2.34 3.22 -0.412
C 3.768 0.308 -0.266 0.21 -0.35 1.61 -0.260
C -1.278 1.008 -0.196 1.55 1.23 0.77 -0.023
C 0.628 -0.280 0.983 -0.84 -0.56 2.51 0.387
H 2.240 -0.244 -1.709 0.14 -0.07 2.37 0.267
H -1.300 2.057 -0.495 0.69 0.22 -0.30 0.161
H -3.038 -1.369 -0.645 -0.48 -2.56 -3.86 0.214
H -3.310 0.975 -0.715 1.05 0.73 0.34 0.411
H -2.025 -1.225 0.762 0.69 -0.11 -0.27 0.206
H 0.308 -0.639 2.041 -0.20 0.93 -2.25 0.288
H 4.596 0.437 -0.952 -0.55 0.08 -0.54 0.237
H -3.648 -0.857 0.735 -1.04 0.65 0.75 0.221
H 4.139 0.501 0.795 -1.07 -0.43 -1.36 0.227
```
Forces are in eV/Å.

net charge: +1
relative energy (zero: lowest compared OMol25 entry of this formula, charge and spin): 6.746 eV
2S+1: 1
HOMO energy (spin up / spin down): -12.986 / -12.987 eV

=====

Entry 3:
The following is a quantum chemistry calculation of a single C4H7N3O molecule, from the Open Molecules 2025 dataset.

The geometry in XYZ format:
```
15
Properties=species:S:1:pos:R:3:forces:R:3:nbo_charge:R:1
O 0.403 -2.226 -0.197 -0.40 2.31 1.06 -0.551
N 2.458 -0.321 0.111 -2.02 1.23 -0.89 -0.652
N 0.122 -0.768 -0.090 1.25 -4.78 -0.95 -0.173
N -2.319 -0.781 0.141 0.08 -0.99 -1.46 -0.699
C -0.949 1.170 -0.079 2.08 0.48 -0.88 -0.462
C 0.627 1.409 -0.013 -0.97 1.63 -0.75 -0.467
C -1.163 -0.302 -0.080 -0.54 0.92 0.44 0.441
C 1.239 0.069 -0.034 0.41 -0.12 1.00 0.421
H 2.327 -1.282 -0.131 0.96 -1.42 0.17 0.337
H -1.617 1.536 0.641 -0.13 0.84 1.77 0.245
H 0.771 1.949 0.889 0.89 0.35 0.92 0.245
H 1.059 2.052 -0.858 -0.88 -0.96 1.10 0.243
H -2.454 -1.782 -0.090 0.59 0.54 0.78 0.359
H 0.726 -2.475 0.707 -0.49 0.33 -0.83 0.476
H -1.230 1.753 -0.918 -0.83 -0.37 -1.48 0.237
```
Forces are in eV/Å.

SMILES: [H]/N=C1/CC/C(=N/[H])N1O
net charge: 0
relative energy (zero: lowest compared OMol25 entry of this formula, charge and spin): 3.200 eV
2S+1: 1
HOMO energy: -9.431 eV

=====

Entry 4:
The following is a quantum chemistry calculation of 2 unconnected molecules or ions with the total composition CH8ClN6, from the Open Molecules 2025 dataset.

The geometry in XYZ format:
```
16
Properties=species:S:1:pos:R:3:forces:R:3:nbo_charge:R:1
Cl -1.210 0.988 -2.083 -0.27 -0.13 0.77 -0.050
N 2.056 -0.419 -0.061 2.21 -1.26 0.20 0.202
N 1.795 0.001 -1.225 0.22 -0.52 2.89 -0.440
N -3.034 0.894 -0.047 0.31 3.36 0.10 -0.634
N -1.231 -0.410 1.661 -1.39 1.22 -1.35 -0.773
N 3.229 -1.023 0.185 -2.42 2.00 -2.35 -0.527
N -1.716 0.756 -0.259 -1.06 -1.38 -0.56 -0.201
C -0.918 0.025 0.424 2.94 -1.06 1.06 0.152
H 0.866 0.442 -1.269 -0.12 -0.09 -0.54 0.467
H -2.103 -0.124 2.073 -0.55 0.19 0.10 0.372
H 4.034 -1.086 -0.472 -0.89 -0.07 0.67 0.411
H 3.201 -1.381 1.100 0.66 -0.55 1.15 0.428
H 2.494 -0.162 -1.899 0.49 0.27 -1.81 0.391
H -3.751 0.195 -0.182 0.41 -0.18 -0.73 0.403
H -3.155 1.892 -0.309 -1.54 -1.31 0.47 0.397
H -0.558 -0.588 2.364 0.99 -0.49 -0.08 0.402
```
Forces are in eV/Å.

net charge: +1
relative energy (zero: lowest compared OMol25 entry of this formula, charge and spin): 1.595 eV
2S+1: 1
HOMO energy: -12.018 eV

=====

Entry 5:
The following is a quantum chemistry calculation of 2 unconnected molecules or ions with the total composition C22H27N4O7, from the Open Molecules 2025 dataset.

The geometry in XYZ format:
```
60
Properties=species:S:1:pos:R:3:forces:R:3:nbo_charge:R:1
O -1.724 0.247 -3.881 0.02 0.89 0.41 -0.153
O 4.276 -0.947 -2.821 -1.74 0.19 0.95 -0.407
O -1.668 -1.166 -2.098 0.06 0.99 -0.97 -0.336
O 2.939 -1.760 -1.267 0.56 1.72 -1.98 -0.359
O -1.499 0.509 2.804 -0.21 -0.41 0.24 -0.699
O 2.634 0.472 0.646 0.93 1.07 -0.04 -0.582
O 1.443 2.433 0.558 0.84 0.50 -0.75 -0.703
N 1.296 2.465 -6.616 0.18 -0.87 2.46 -0.291
N -0.899 1.271 -4.457 -0.13 -1.32 2.01 -0.104
N -1.193 -0.213 -2.692 1.51 0.71 1.01 0.429
N 3.223 -0.907 -2.141 2.14 -1.77 1.55 0.479
C 0.992 -0.570 2.546 0.35 0.47 0.29 -0.411
C 2.496 0.994 -3.543 -0.36 0.18 -0.49 -0.123
C 1.513 1.258 0.866 -1.93 -1.41 1.45 0.756
C -3.741 1.293 0.701 -0.34 0.07 -0.29 -0.414
C -1.460 2.304 1.323 0.58 0.18 -0.06 -0.498
C 4.944 0.137 1.018 0.27 -0.03 0.44 -0.631
C -0.785 -2.516 2.425 -0.10 -0.16 0.13 -0.395
C 0.124 1.353 -3.590 -1.03 -1.84 -1.38 0.143
C -2.472 2.000 0.220 0.34 0.56 -0.07 -0.365
C -0.021 0.514 -2.438 -1.94 0.42 -2.13 0.024
C -3.909 -0.159 0.255 -0.29 -0.16 -0.38 -0.390
C -2.836 -2.432 0.864 0.31 -0.03 -0.05 -0.383
C 1.058 0.049 -1.704 2.16 -0.86 -0.88 -0.082
C -1.314 -2.258 1.023 -0.10 0.13 -0.38 -0.416
C -0.836 1.036 1.903 1.19 -0.07 0.11 0.545
C 2.302 0.154 -2.384 -2.36 0.63 0.53 0.052
C -3.678 -1.232 1.315 0.04 -0.40 0.45 -0.423
C 1.418 1.586 -4.164 0.36 0.24 0.93 -0.187
C 0.469 0.443 1.524 -0.12 1.27 -0.16 -0.462
C 1.365 2.081 -5.512 0.68 1.22 -2.17 0.279
C 0.659 -2.063 2.607 -0.23 -0.05 -0.05 -0.378
C 3.931 1.117 0.475 -1.06 -0.56 -0.10 -0.065
H -3.155 -3.310 1.441 0.10 -0.06 -0.10 0.184
H -3.824 1.365 1.788 0.08 -0.02 -0.06 0.219
H -2.024 2.784 2.134 0.31 -0.13 0.03 0.201
H 4.074 1.279 -0.599 0.06 0.25 0.10 0.158
H -0.811 -3.600 2.629 -0.13 0.13 -0.06 0.174
H -2.770 2.960 -0.229 0.17 -0.16 0.00 0.192
H 4.654 -0.905 0.844 -0.02 0.29 -0.16 0.231
H -4.659 -1.611 1.621 0.01 0.01 0.07 0.181
H -1.943 1.446 -0.563 -0.25 -0.15 -0.09 0.177
H 0.733 -0.142 3.533 0.03 -0.19 -0.24 0.192
H 3.478 1.114 -4.005 -0.29 -0.48 0.22 0.262
H -3.030 -2.651 -0.194 -0.21 -0.01 0.10 0.192
H -4.593 1.841 0.285 0.03 0.09 0.11 0.186
H -4.944 -0.276 -0.098 0.17 -0.03 -0.06 0.187
H -0.806 -2.943 0.325 -0.05 0.10 0.12 0.185
H 5.924 0.312 0.574 0.06 -0.02 0.00 0.201
H 0.965 -2.383 3.606 0.18 -0.12 0.04 0.188
H -1.008 -1.246 0.715 -0.24 -0.28 0.05 0.228
H 1.300 -2.611 1.907 -0.07 -0.02 -0.17 0.180
H 3.971 2.072 1.016 -0.18 -0.16 -0.33 0.197
H -1.434 -2.047 3.175 0.14 0.12 -0.14 0.213
H 0.916 -0.518 -0.789 0.08 -0.34 -0.23 0.321
H -0.664 2.980 0.987 -0.36 -0.17 -0.09 0.243
H -3.227 -0.800 2.213 0.03 0.01 -0.16 0.243
H 2.086 -0.534 2.450 -0.28 -0.03 0.30 0.209
H 5.034 0.282 2.100 0.03 -0.17 -0.11 0.204
H -3.291 -0.348 -0.631 0.01 0.02 0.21 0.199
```
Forces are in eV/Å.

net charge: -1
relative energy (zero: lowest compared OMol25 entry of this formula, charge and spin): 1.194 eV
2S+1: 1
HOMO energy: -3.988 eV

=====

Entry 6:
The following is a quantum chemistry calculation of a single C2H2N2O molecule, from the Open Molecules 2025 dataset.

The geometry in XYZ format:
```
7
Properties=species:S:1:pos:R:3:forces:R:3:nbo_charge:R:1
O 1.773 -0.383 0.987 -0.23 -0.13 -0.30 -0.538
N -2.013 -0.835 0.049 -1.28 -1.80 2.37 0.136
N -1.158 -0.411 0.644 -0.63 0.13 -2.95 0.085
C 1.070 0.188 0.186 0.25 0.26 0.57 0.362
C -0.312 0.614 0.384 0.70 0.63 -0.13 -0.373
H 1.420 0.392 -0.854 0.10 0.26 0.30 0.119
H -0.870 1.078 -0.433 1.09 0.65 0.15 0.209
```
Forces are in eV/Å.

net charge: 0
relative energy (zero: lowest compared OMol25 entry of this formula, charge and spin): 3.774 eV
2S+1: 1
HOMO energy (spin up / spin down): -9.205 / -9.204 eV

=====

| no. | E (Eh) | strongest force on any atom (Eh/bohr) |
| --- | --- | --- |
| 1 | -2722.77190 | 0.0386 |
| 2 | -304.98211 | 0.0906 |
| 3 | -396.03081 | 0.0979 |
| 4 | -831.19295 | 0.0763 |
| 5 | -1599.95483 | 0.0618 |
| 6 | -262.02523 | 0.0629 |